{
  "formula": "C6H16N2",
  "method": "ωB97M-V with the def2-TZVPD basis set",
  "symbols": ["N", "C", "C", "C", "N", "C", "C", "C", "H", "H", "H", "H", "H", "H", "H", "H", "H", "H", "H", "H", "H", "H", "H", "H"],
  "coordinates": [[0.144, 1.715, 1.123], [0.255, 0.363, 1.569], [-0.661, 0.159, 2.799], [-0.231, -0.667, 0.563], [-0.165, -0.632, -0.889], [-1.097, 0.511, -1.351], [-0.827, 0.729, -2.791], [1.245, -0.305, -0.922], [-0.912, -1.475, 0.865], [1.062, 2.140, 1.192], [1.314, 0.208, 1.881], [-0.592, 1.018, 3.448], [-0.369, -0.756, 3.364], [-1.694, 0.125, 2.438], [0.886, -3.178, 0.755], [1.564, -2.982, 0.526], [-2.068, 0.056, -1.057], [-0.764, 1.354, -0.707], [-0.585, -0.180, -3.381], [-1.596, 1.189, -3.443], [0.070, 1.329, -2.989], [1.562, 0.651, -0.479], [1.595, -0.266, -1.980], [1.865, -1.104, -0.537]],
  "nbo_charge": [-0.787, -0.215, -0.581, 0.262, -0.443, -0.250, -0.651, -0.461, 0.179, 0.316, 0.217, 0.231, 0.207, 0.210, 0.005, -0.001, 0.204, 0.269, 0.218, 0.230, 0.214, 0.212, 0.211, 0.204],
  "spin_multiplicity": 1,
  "e_above_lowest_kj_mol": 681.4
}

{
  "formula": "C6H16N2",
  "method": "ωB97M-V with the def2-TZVPD basis set",
  "symbols": ["N", "C", "C", "N", "C", "C", "C", "C", "H", "H", "H", "H", "H", "H", "H", "H", "H", "H", "H", "H", "H", "H", "H", "H"],
  "coordinates": [[1.479, 0.426, -0.742], [0.210, 0.285, 0.035], [-0.992, 0.165, -0.910], [-2.233, 0.088, 0.059], [3.775, 0.839, 0.698], [4.175, -0.628, 0.646], [-3.499, -0.302, -0.578], [-4.625, -0.502, 0.514], [3.235, -1.207, 0.506], [1.312, 0.687, -1.672], [0.383, -0.673, 0.494], [0.216, 1.028, 0.820], [-0.934, 1.092, -1.639], [-0.941, -0.794, -1.630], [4.679, 1.521, 0.549], [2.616, 0.798, -0.147], [3.351, 1.200, 1.533], [4.900, -0.961, -0.139], [4.744, -0.959, 1.545], [-3.754, 0.625, -1.151], [-3.515, -1.170, -1.305], [-5.619, -0.743, 0.113], [-4.353, -1.289, 1.190], [-4.610, 0.474, 1.211]],
  "nbo_charge": [-0.687, -0.268, -0.343, 0.153, -0.353, -0.674, -0.367, -0.625, 0.220, 0.358, 0.214, 0.229, 0.292, 0.271, 0.220, 0.338, 0.193, 0.238, 0.257, 0.325, 0.285, 0.252, 0.236, 0.236],
  "spin_multiplicity": 2,
  "charge": 1,
  "s2": 0.764,
  "e_above_lowest_kj_mol": 752.0
}

{
  "formula": "C6H16N2O",
  "method": "ωB97M-V with the def2-TZVPD basis set",
  "symbols": ["C", "C", "C", "C", "C", "N", "C", "N", "H", "H", "H", "H", "H", "H", "H", "H", "H", "H", "H", "H", "H", "H", "O", "H", "H"],
  "coordinates": [[1.835, 1.903, 1.510], [1.719, 1.134, 0.424], [1.677, -0.351, 0.470], [0.242, -0.888, 0.330], [0.255, -2.416, 0.336], [-0.390, -0.327, -0.879], [-1.835, -0.707, -1.043], [-2.621, 0.416, -1.541], [1.916, 1.478, 2.510], [1.910, 2.971, 1.474], [1.606, 1.562, -0.577], [2.133, -0.711, 1.386], [2.325, -0.782, -0.362], [-0.355, -0.513, 1.232], [0.759, -2.835, -0.579], [0.726, -2.818, 1.201], [-0.746, -2.808, 0.397], [0.167, -0.498, -1.673], [-1.939, -1.544, -1.814], [-2.287, -1.043, -0.032], [-2.593, 1.166, -0.904], [-2.304, 0.715, -2.423], [-0.945, 2.549, 0.022], [-0.696, 1.742, -0.317], [-0.559, 2.606, 0.850]],
  "nbo_charge": [-0.425, -0.158, -0.455, -0.029, -0.629, -0.692, -0.058, -0.837, 0.190, 0.204, 0.209, 0.217, 0.204, 0.191, 0.202, 0.212, 0.211, 0.362, 0.176, 0.190, 0.372, 0.352, -0.952, 0.478, 0.466],
  "spin_multiplicity": 1,
  "smiles": "C=CC[C@H](C)NCN.O",
  "e_above_lowest_kj_mol": 182.0
}

{
  "formula": "C6H16N2O",
  "method": "ωB97M-V with the def2-TZVPD basis set",
  "symbols": ["C", "C", "C", "N", "C", "O", "H", "H", "H", "H", "H", "H", "H", "H", "H", "C", "C", "N", "H", "H", "H", "H", "H", "H", "H"],
  "coordinates": [[1.191, 1.610, 1.100], [0.675, 1.167, -1.282], [2.118, -1.330, -0.839], [0.977, 0.668, 0.038], [1.251, -0.719, 0.291], [1.572, -1.037, 1.479], [0.132, 2.109, -1.215], [1.587, 1.308, -1.873], [1.559, 2.561, 0.712], [1.929, 1.201, 1.794], [0.261, 1.797, 1.654], [0.040, 0.462, -1.819], [1.601, -1.274, -1.797], [2.296, -2.373, -0.588], [3.066, -0.797, -0.895], [-1.815, -0.171, 1.423], [-2.574, -0.806, -0.751], [-1.437, -0.554, 0.094], [-0.056, -1.165, 0.085], [-0.937, -0.264, 2.070], [-2.238, -1.100, -1.746], [-2.691, -0.704, 1.824], [-2.067, 0.905, 1.419], [-3.202, 0.093, -0.832], [-3.239, -1.587, -0.346]],
  "nbo_charge": [-0.414, -0.409, -0.645, -0.374, 0.430, -0.592, 0.212, 0.188, 0.200, 0.233, 0.198, 0.219, 0.212, 0.235, 0.234, -0.439, -0.419, -0.547, 0.352, 0.223, 0.198, 0.167, 0.183, 0.197, 0.160],
  "spin_multiplicity": 1,
  "e_above_lowest_kj_mol": 506.2
}

{
  "formula": "C6H16N2O2",
  "method": "ωB97M-V with the def2-TZVPD basis set",
  "symbols": ["C", "C", "C", "C", "H", "H", "H", "H", "H", "H", "H", "H", "H", "H", "C", "N", "C", "N", "O", "O", "H", "H", "H", "H", "H", "H"],
  "coordinates": [[1.108, 1.571, 0.995], [2.146, 2.374, 0.305], [0.740, 0.074, -0.985], [1.406, 0.658, 2.041], [0.078, 1.875, 0.880], [0.782, 0.798, 2.927], [1.850, 2.674, -0.700], [2.286, 3.292, 0.890], [3.107, 1.861, 0.269], [1.784, 0.079, -0.687], [0.654, -0.806, -1.618], [0.448, 0.965, -1.535], [2.462, 0.550, 2.280], [0.933, -0.418, 1.700], [-2.067, -1.055, -1.835], [-1.212, -1.702, -0.854], [-0.580, -0.829, 0.145], [-1.934, -2.775, -0.244], [-1.469, 0.167, 0.662], [0.051, -1.440, 1.056], [-1.941, 0.583, -0.070], [-1.241, -3.383, 0.178], [-2.514, -2.415, 0.517], [-2.987, -0.626, -1.401], [-1.518, -0.267, -2.350], [-2.372, -1.804, -2.564]],
  "nbo_charge": [0.219, -0.704, -0.813, -0.780, 0.222, 0.274, 0.239, 0.257, 0.231, 0.203, 0.251, 0.182, 0.222, 0.408, -0.431, -0.354, 0.790, -0.656, -0.778, -0.726, 0.467, 0.367, 0.330, 0.157, 0.200, 0.225],
  "spin_multiplicity": 1,
  "e_above_lowest_kj_mol": 638.3
}

{
  "formula": "C6H16N2O4P",
  "method": "ωB97M-V with the def2-TZVPD basis set",
  "symbols": ["C", "C", "O", "P", "O", "O", "C", "C", "C", "N", "C", "N", "O", "H", "H", "H", "H", "H", "H", "H", "H", "H", "H", "H", "H", "H", "H", "H", "H"],
  "coordinates": [[-3.288, -1.188, 0.363], [-2.636, -0.022, -0.220], [-1.334, 0.350, 0.270], [-0.021, 0.170, -0.671], [-0.283, 0.461, -2.108], [0.977, 1.068, 0.044], [0.998, 2.571, 0.070], [0.621, 3.061, 1.459], [0.754, -1.550, -0.493], [1.041, -1.911, -1.898], [2.209, -1.523, 0.300], [2.193, -1.153, 1.584], [3.128, -1.978, -0.356], [-2.682, -2.159, 0.105], [-3.263, -1.304, 1.383], [-4.339, -1.175, -0.045], [-3.301, 0.869, -0.162], [-2.485, -0.046, -1.306], [2.059, 2.672, -0.385], [0.246, 3.113, -0.622], [0.214, 4.065, 1.345], [0.048, 2.319, 1.939], [1.459, 3.239, 2.020], [-0.094, -2.076, -0.091], [0.706, -1.006, -2.330], [0.600, -2.646, -2.358], [2.089, -2.023, -2.016], [1.323, -1.128, 2.229], [3.061, -1.072, 1.950]],
  "nbo_charge": [-0.627, -0.090, -0.805, 2.353, -1.071, -0.862, -0.062, -0.643, -0.514, -0.714, 0.710, -0.786, -0.587, 0.180, 0.229, 0.252, 0.205, 0.201, 0.224, 0.215, 0.235, 0.233, 0.221, 0.266, 0.471, 0.438, 0.474, 0.439, 0.415],
  "spin_multiplicity": 1,
  "charge": 1,
  "smiles": "CCOP(=O)(OCC)[C@@H]([NH3+])C(N)=O",
  "e_above_lowest_kj_mol": 7.6
}

| no. | total energy (hartree) |
| --- | --- |
| 1 | -347.4653 |
| 2 | -347.1299 |
| 3 | -422.9174 |
| 4 | -422.7939 |
| 5 | -498.0098 |
| 6 | -989.8434 |